The following is a quantum chemistry calculation of C34H59N4O4SSbSiV as an isolated structure, from OMol25.

Geometry as XYZ:
```
105
Properties=species:S:1:pos:R:3:forces:R:3:lowdin_charge:R:1
V 0.0403 -0.8068 0.5521 -0.717 0.102 -0.583 0.5743
N -3.7619 -2.6320 1.6450 0.035 0.002 -0.032 0.1504
C -2.4817 -2.3148 1.4449 -0.126 -0.082 0.062 -0.6995
S -2.1542 -0.7096 0.7477 0.126 -0.169 0.139 0.8804
N -1.5210 -3.1187 1.7619 0.076 0.128 -0.146 0.0513
N -0.2913 -2.5780 1.4806 0.097 -0.612 0.365 -0.1024
C 0.7669 -3.2533 1.8913 0.045 0.185 -0.093 -0.1077
C 0.7644 -4.5479 2.5310 0.016 -0.103 0.137 -0.1704
C -0.0615 -5.5919 2.0822 0.040 0.031 -0.023 -0.0114
C -0.0204 -6.8197 2.7096 0.008 -0.005 0.005 -0.0297
C 0.7977 -7.0110 3.8187 0.007 -0.004 0.010 -0.0095
C 1.5953 -5.9765 4.2957 -0.023 -0.023 -0.022 -0.0280
C 1.5989 -4.7591 3.6459 -0.043 0.035 -0.005 -0.0212
C 2.0334 -2.5023 1.6634 -0.137 0.047 0.004 -0.1733
C 3.3086 -2.9981 1.8002 0.058 -0.058 0.035 0.0471
C 4.3905 -2.1330 1.6146 0.012 -0.025 0.001 0.0435
C 4.1732 -0.8074 1.2801 0.005 0.001 0.008 0.0193
C 2.8731 -0.3800 1.0838 -0.024 -0.037 0.013 -0.0530
N 1.8349 -1.2182 1.2591 0.393 -0.104 0.247 -0.0167
H -4.5040 -1.9735 1.4790 -0.003 0.001 0.005 0.1175
H -3.9867 -3.4957 2.1171 -0.004 0.002 0.009 0.1387
H -0.7042 -5.4464 1.2272 -0.014 0.013 -0.003 0.1088
H -0.6340 -7.6314 2.3444 0.003 -0.004 -0.001 0.1242
H 0.8099 -7.9710 4.3176 -0.003 -0.001 0.000 0.1292
H 2.2092 -6.1222 5.1734 0.001 -0.001 0.002 0.1264
H 2.1957 -3.9503 4.0474 0.014 0.011 -0.018 0.1243
H 3.4664 -4.0361 2.0531 -0.001 0.003 0.014 0.1381
H 5.3996 -2.5048 1.7397 -0.001 -0.003 0.001 0.1437
H 4.9928 -0.1143 1.1533 0.002 -0.001 -0.001 0.1382
H 2.6358 0.6362 0.7869 -0.016 -0.001 0.007 0.1241
C 2.8216 -1.9101 -2.0738 0.022 -0.006 -0.009 -0.1205
C 1.5634 -2.4186 -2.7624 0.035 0.023 0.038 -0.5082
C 1.6278 -2.2500 -4.2805 0.008 -0.023 -0.004 -0.1090
Sb -0.2516 -1.4890 -2.0381 -0.016 -0.160 -0.311 1.6878
C -0.6442 0.3708 -3.0551 0.040 -0.024 0.091 -0.5044
C 0.6182 1.2224 -3.0861 0.020 0.029 -0.049 -0.1134
C -1.2207 0.0996 -4.4413 -0.003 0.047 0.006 -0.0916
C -1.7965 -2.9788 -2.2779 -0.039 0.025 0.011 -0.5187
C -3.1928 -2.3720 -2.2695 -0.021 -0.010 -0.004 -0.1218
C -1.5271 -3.7726 -3.5557 -0.021 -0.043 0.021 -0.1130
H 3.6932 -2.3715 -2.5432 -0.008 -0.003 -0.004 0.1052
H 2.8459 -2.1771 -1.0172 -0.001 0.000 0.011 0.0437
H 2.9377 -0.8286 -2.1740 -0.005 0.003 0.002 0.0839
H 1.3981 -3.4684 -2.5093 0.017 -0.012 -0.014 0.0921
H 1.8772 -1.2272 -4.5611 -0.012 0.013 0.004 0.0779
H 0.7114 -2.5399 -4.7923 -0.017 -0.013 0.002 0.0650
H 2.4234 -2.8939 -4.6620 0.010 0.012 0.005 0.1071
H -1.3874 0.8395 -2.4059 0.072 -0.013 -0.060 0.0489
H 1.3818 0.7945 -3.7360 0.001 -0.013 -0.008 0.0787
H 1.0490 1.3945 -2.0988 -0.009 -0.010 -0.001 0.0522
H 0.3590 2.2030 -3.4915 0.011 -0.010 0.004 0.0952
H -0.5006 -0.3883 -5.0977 0.008 -0.004 -0.004 0.0802
H -1.4718 1.0593 -4.8995 0.002 0.000 -0.005 0.1007
H -2.1337 -0.4933 -4.4167 -0.006 -0.007 -0.001 0.0668
H -1.6499 -3.6177 -1.4026 -0.034 -0.016 0.002 0.0817
H -3.3817 -1.7923 -3.1726 -0.001 0.002 -0.002 0.0775
H -3.3885 -1.7333 -1.4086 0.009 0.008 0.002 0.0241
H -3.9265 -3.1803 -2.2488 0.008 -0.006 -0.003 0.1044
H -1.6295 -3.1518 -4.4470 0.002 0.007 -0.002 0.0851
H -2.2760 -4.5639 -3.6303 -0.003 0.005 -0.003 0.1047
H -0.5506 -4.2548 -3.5692 0.015 0.005 0.006 0.0730
C -0.0172 1.2751 3.4852 0.021 -0.055 0.014 -0.0199
C -1.0137 2.3882 3.1911 0.062 -0.012 0.040 -0.5992
C -0.4986 3.7266 3.6872 0.027 0.016 -0.013 -0.0022
C -2.3803 2.0684 3.7659 -0.024 0.016 -0.007 -0.0059
O -1.2065 2.4738 1.7458 -0.084 -0.006 -0.040 -0.0923
Si -0.2842 2.5279 0.4485 0.041 0.068 0.059 0.1084
O 0.0704 0.7771 0.1816 0.086 0.777 0.098 -0.3597
O -1.0746 2.9110 -0.8707 0.081 0.061 -0.151 -0.0851
C -2.3499 3.5392 -1.2637 0.017 -0.052 0.093 -0.5852
C -2.1132 4.0760 -2.6613 -0.010 0.004 -0.010 -0.0008
C -3.4034 2.4459 -1.2469 -0.052 0.000 0.012 -0.0114
C -2.7023 4.6470 -0.2882 -0.015 0.021 -0.010 -0.0056
O 1.2470 2.9585 0.5710 0.049 -0.020 0.059 -0.0976
C 2.0192 4.1903 0.2962 -0.049 -0.034 -0.020 -0.5938
C 2.4804 4.1080 -1.1465 0.005 0.004 -0.007 -0.0117
C 1.1299 5.3978 0.5225 -0.016 0.017 -0.001 -0.0042
C 3.1813 4.1585 1.2677 0.011 0.019 0.012 -0.0101
H 0.1742 1.2132 4.5566 -0.005 0.009 -0.003 0.1106
H 0.9371 1.4682 2.9863 0.013 0.007 0.004 0.0811
H -0.4173 0.3025 3.1716 0.009 0.034 0.002 0.0629
H -0.4609 3.7346 4.7763 0.003 -0.002 0.002 0.1084
H -1.1600 4.5306 3.3643 -0.011 -0.002 0.010 0.1042
H 0.5079 3.9211 3.3124 -0.006 -0.006 -0.004 0.0743
H -2.3182 1.9615 4.8486 0.001 0.003 0.003 0.1061
H -2.7659 1.1362 3.3479 0.010 -0.005 0.003 0.0737
H -3.0860 2.8674 3.5411 0.000 0.001 -0.002 0.1016
H -1.8249 3.2714 -3.3409 -0.020 0.005 -0.002 0.0743
H -1.3265 4.8307 -2.6574 0.004 -0.006 0.002 0.0990
H -3.0235 4.5357 -3.0451 -0.002 0.001 -0.002 0.1084
H -3.1322 1.6303 -1.9224 -0.078 0.042 0.021 0.0707
H -4.3615 2.8474 -1.5767 -0.004 -0.013 -0.002 0.1094
H -3.5317 2.0541 -0.2357 0.010 -0.006 0.007 0.0811
H -1.9430 5.4283 -0.2836 0.022 0.001 -0.012 0.0875
H -2.8263 4.2598 0.7233 -0.002 -0.009 -0.011 0.0848
H -3.6425 5.1063 -0.5934 -0.005 0.008 0.013 0.1102
H 1.6247 4.0850 -1.8235 -0.006 0.002 -0.001 0.0838
H 3.0900 3.2169 -1.3076 0.004 -0.008 -0.002 0.0892
H 3.0857 4.9798 -1.3943 0.003 -0.003 -0.005 0.1080
H 0.2928 5.3970 -0.1776 -0.012 -0.001 -0.017 0.0745
H 1.6981 6.3115 0.3503 -0.002 0.004 0.007 0.1129
H 0.7480 5.4284 1.5434 0.007 -0.007 0.006 0.0884
H 3.8151 3.2889 1.0843 -0.005 -0.007 0.012 0.0832
H 2.8243 4.1300 2.2977 0.007 0.003 -0.003 0.0886
H 3.7938 5.0514 1.1463 0.009 -0.004 -0.008 0.1077
```
Forces are in eV/Å.

Calculated values
Charge: +3
LUMO: -0.386 hartree
Multiplicity: 1
HOMO level: -0.608 Eh
Electronic energy: -3722.16140 Eh
Largest force on an atom: 0.93 eV Å⁻¹